Below is an isolated molecule of C4H4N2O, with properties calculated with ωB97M-V with the def2-TZVPD basis set.

XYZ file:
```
11
Properties=species:S:1:pos:R:3:lowdin_charge:R:1
C 0.618 -0.647 -0.447 -0.162
C -0.500 -1.390 0.040 -0.096
C -0.321 1.429 -0.117 -0.113
C 0.837 0.489 0.420 -0.324
H 0.434 -0.436 -1.379 0.096
H -0.720 -2.434 0.272 0.122
H -0.317 2.521 -0.414 0.134
H 0.865 0.238 1.513 0.175
N -1.514 -0.596 0.152 0.071
N -1.374 0.859 -0.042 0.034
O 1.992 -0.032 0.000 0.063
```

* energy relative to the best compared isomer or geometry (same formula, charge and spin): 674.6 kJ/mol
* HOMO level: -9.4 eV
* SMILES: C1=NN=C[C@@H]2O[C@@H]12
* gap between HOMO and LUMO: 9.7 eV

Below is an isolated molecule of C4H4N2O, with properties calculated with ωB97M-V with the def2-TZVPD basis set.

XYZ file:
```
11
Properties=species:S:1:pos:R:3:lowdin_charge:R:1
C -1.813 -0.494 -0.016 -0.032
C -0.331 -0.113 0.017 -0.333
C 1.808 -0.360 -0.080 -0.379
C 1.382 1.205 -0.080 -0.011
H -2.265 -1.563 -0.233 0.122
H -2.374 -0.271 0.927 0.085
H -2.154 0.190 -0.780 0.060
H 2.130 1.887 0.018 0.079
N 0.560 -1.021 0.050 0.152
N 0.127 1.314 0.116 0.131
O 2.930 -0.774 0.060 0.125
```

* energy relative to the best compared isomer or geometry (same formula, charge and spin): 178.3 kJ/mol
* HOMO level: -10.3 eV
* SMILES: CC1=NC(=O)C=N1
* gap between HOMO and LUMO: 9.1 eV

Below is an isolated molecule of C4H4N2O, with properties calculated with ωB97M-V with the def2-TZVPD basis set.

XYZ file:
```
11
Properties=species:S:1:pos:R:3:lowdin_charge:R:1
N 2.763 -0.193 0.356 0.146
C 1.622 -0.422 -0.018 -0.175
C 0.406 -0.573 -0.512 -0.118
C -0.839 -0.494 0.301 -0.079
C -1.682 0.549 0.356 -0.123
N -1.454 1.847 -0.229 -0.041
O -0.786 1.834 -1.238 -0.012
H 3.295 -1.018 0.645 0.080
H 0.326 -0.710 -1.592 0.117
H -1.097 -1.357 0.923 0.106
H -2.553 0.537 1.008 0.098
```

* energy relative to the best compared isomer or geometry (same formula, charge and spin): 447.5 kJ/mol
* HOMO level (spin up / spin down): -8.8 / -8.8 eV
* SMILES: N=C=C/C=C\N=O
* gap between HOMO and LUMO (spin up / spin down): 8.2 / 8.2 eV

Q: What is the formula in the first record?
A: C4H4N2O

Q: Which value of energy relative to the best compared isomer or geometry (same formula, charge and spin) does entry 1 give?
A: 674.6 kJ/mol